{"formula": "C3H5NO", "method": "ωB97M-V/def2-TZVPD", "elements": ["O", "C", "H", "H", "H", "H", "H", "C", "N", "C"], "positions_angstrom": [[1.3888, 0.1885, 0.6028], [1.0056, -0.8321, 0.0759], [-0.8102, -1.8164, -0.4515], [-0.8122, -0.0606, -0.8222], [0.1240, -1.2173, -1.8167], [0.2697, 1.7652, 1.0829], [1.5800, -1.7643, 0.2406], [-0.2069, -0.9704, -0.7997], [-1.8133, 2.5349, 0.8774], [-0.7256, 2.1725, 1.0103]], "fmax_ha_per_bohr": 0.021, "homo_energy_ev": -10.631, "smiles": "CC=O.C#N", "energy_ha": -247.26737, "relative_energy_ev": 1.085, "charge": 0, "orbital_gap_ha": 0.4203, "multiplicity": 1}